C6H11NS | the ωB97M-V functional and the def2-TZVPD basis

Values from the calculation:
LUMO energy = -0.029 eV
energy = -18720.129 eV
HOMO = -0.3071 hartree
relative energy (zero: lowest compared OMol25 entry of this formula, charge and spin) = 5.365 eV
F_max = 5.2 eV/A
Kohn-Sham gap = 0.3060 Ha

```
! wB97M-V def2-TZVPD RIJCOSX def2/J DEFGRID3
* xyz 0 1
H 3.857 1.220 -0.611
H -2.047 -0.374 1.163
H -1.669 -1.188 -0.389
H 1.001 -0.608 1.315
C 1.901 -0.114 -0.680
H 2.252 -0.520 -1.630
H 3.738 -0.130 0.332
C 0.898 -0.740 0.242
H -1.277 1.704 1.000
H 0.575 -1.733 -0.165
S 0.225 2.106 -0.315
C -3.730 -1.134 -0.209
C 3.050 0.662 -0.056
N -1.043 2.429 0.359
H -3.849 -1.728 -1.127
C 0.589 0.497 -0.543
C -2.479 -0.899 0.323
H -4.569 -0.670 0.201
H 2.576 1.218 0.787
*
```

Atomic partial charges in e from the natural (NBO) method, atoms 1 to 4: H 0.233; H 0.192; H 0.186; H 0.229

---

C33H82BrN5O3 | the ωB97M-V functional and the def2-TZVPD basis

Values from the calculation:
LUMO energy = -7.939 eV
energy = -119151.554 eV
HOMO = -0.6334 hartree
relative energy (zero: lowest compared OMol25 entry of this formula, charge and spin) = 0.000 eV
F_max = 2.1 eV/A
Kohn-Sham gap = 0.3417 Ha

```
! wB97M-V def2-TZVPD RIJCOSX def2/J DEFGRID3
* xyz 4 1
N -2.403 2.013 5.109
C 2.784 0.580 4.269
O -1.166 4.745 -4.001
H -1.487 2.830 -3.354
H 1.623 -1.318 0.837
H -3.735 1.036 -3.057
H -3.779 2.617 0.452
H -3.443 -1.739 -5.207
C -2.336 0.724 7.152
C 0.482 -4.586 -3.798
H 3.013 2.759 -4.199
C -2.759 2.914 0.223
C -3.096 3.295 5.496
C 2.508 -4.843 -2.525
H 1.153 -4.713 -4.637
H 0.548 1.923 -4.543
H 2.188 -2.622 2.003
H 1.722 0.587 4.508
H -5.526 -0.916 -4.947
H 4.233 1.721 3.060
H 1.673 0.781 1.754
H 7.096 -2.470 1.008
H -0.559 -3.557 -1.552
C -3.354 0.902 4.915
H 4.305 -5.206 -1.468
H 1.079 -1.272 2.508
H 4.087 -0.389 -0.389
C 5.645 -1.799 -0.493
Br -0.675 -0.630 -0.691
H -2.864 1.303 7.912
H -3.925 3.482 4.829
O 2.962 -4.462 -0.093
H -2.689 3.944 -0.127
H -3.478 3.147 6.509
H -1.348 1.625 1.181
H 4.465 -2.235 1.990
H -4.486 -0.969 0.092
H 2.798 -5.378 0.160
H 2.179 5.127 -2.300
H -1.666 0.067 7.701
H -4.209 -2.980 -4.091
H 3.468 -1.967 -0.270
H 0.682 -2.037 -2.989
H -3.115 -1.876 -1.709
C -2.389 2.801 2.725
H -3.358 2.293 2.710
H -0.882 3.321 1.269
H -0.959 2.473 6.612
C -4.538 -0.475 -0.881
C -3.262 0.154 -3.484
C 0.632 3.048 -1.828
H 3.336 0.886 5.159
H 5.156 -0.594 1.939
H -0.790 3.032 4.176
H -0.330 -3.889 -4.007
H -4.364 1.279 4.772
H 0.144 -5.173 -1.237
H 0.883 3.448 -5.172
H 2.662 2.475 3.098
H -2.469 2.304 -0.644
H -3.892 0.395 -0.929
H 1.400 3.176 -1.071
H -1.558 2.977 -5.083
H -4.317 0.020 6.631
H 3.215 3.007 -2.415
H -3.136 0.279 4.050
C 3.484 -4.479 -1.415
C -4.127 -1.515 -1.903
H 6.305 -0.933 -0.515
C -3.563 -2.109 -4.199
H 3.370 1.035 1.048
H 2.116 -2.190 -2.088
C -5.499 -0.717 -3.883
C 1.891 -1.589 1.858
H -4.777 -2.392 -1.859
H -6.494 -0.661 -0.620
C 2.597 2.602 -3.207
H 2.119 -2.585 -3.882
H -2.088 4.970 -4.171
H 0.700 5.385 -3.261
C 4.291 -1.352 0.104
C -1.018 3.348 -4.209
H -0.155 3.787 -1.717
H -2.346 4.072 5.596
H 0.828 -3.733 -0.533
H -3.101 -0.996 5.976
H 4.291 -0.982 4.000
H -6.205 -1.333 -3.332
H 2.185 5.008 -4.103
H 2.653 -1.610 4.107
N 3.055 -0.718 2.237
C 3.167 1.508 3.146
H 3.022 -4.710 -3.476
H -3.267 0.376 -4.554
C -1.736 2.642 1.336
C 0.362 -4.123 -1.429
H 2.206 -5.893 -2.509
H -0.022 -5.505 -3.507
O -5.891 -0.061 -1.071
C 0.426 2.979 -4.290
C 3.254 -0.773 3.760
H -0.810 0.906 5.761
C 2.750 0.721 1.877
C 6.394 -2.885 0.293
C -1.499 1.607 6.247
H 2.370 1.548 -3.066
H 5.406 -2.139 -1.499
H 3.992 -3.543 -1.654
C -3.317 0.046 6.201
C -1.574 2.325 3.901
C 1.596 -2.635 -2.933
C 1.627 4.828 -3.185
H -2.614 -2.413 -3.754
N -4.139 -1.029 -3.316
H 6.861 -3.602 -0.382
H 5.720 -3.558 0.843
N 1.220 -4.034 -2.609
H 0.289 2.012 -1.877
H -2.244 -0.014 -3.127
H -5.771 0.311 -3.667
H -1.051 1.402 3.624
N 1.306 3.358 -3.152
H -2.651 3.859 2.813
C 4.328 -1.220 1.611
*
```

Atomic partial charges in e from the Mulliken method, atoms 1 to 4: N 0.310; C -0.075; O -0.524; H -0.179

---

C29H21F8N3O4SeTi | the ωB97M-V functional and the def2-TZVPD basis

Values from the calculation:
LUMO energy (alpha / beta) = 3.905 / 3.904 eV
energy = -153277.873 eV
HOMO (alpha / beta) = -0.0396 / -0.0395 hartree
F_max = 1.1 eV/A
Kohn-Sham gap (alpha / beta) = 0.1831 / 0.1829 Ha

```
! wB97M-V def2-TZVPD RIJCOSX def2/J DEFGRID3
* xyz -2 1
C -2.394 -4.200 6.302
C 0.665 -2.976 -1.147
C 1.527 2.148 -2.562
H 1.901 2.015 -5.929
H 1.633 -3.007 -3.883
F -2.716 -3.428 7.359
C 0.233 2.543 1.892
Se -0.965 -3.569 2.413
C 1.694 2.921 -1.397
H 2.851 4.570 -2.187
C 2.226 -3.170 -2.980
F 3.197 0.047 -0.270
C -1.930 -3.632 5.131
C -0.744 2.366 4.070
C 2.390 -1.865 -2.223
C 1.558 4.414 0.892
H -3.344 -1.379 -0.884
O 2.776 6.945 0.942
F -1.448 -6.586 3.133
C 1.458 -4.014 -1.958
H 2.585 -0.995 -2.847
H -0.406 -3.024 -1.331
C 2.928 6.327 -0.133
C 0.960 3.177 0.828
C -0.767 0.534 2.545
F -1.832 -2.291 5.127
C -1.743 -5.753 4.147
H 2.152 -4.547 -1.309
H -1.535 0.389 4.517
H 0.369 0.034 -5.554
H 0.184 4.145 3.327
C 1.965 2.495 -3.862
H -0.996 -0.496 2.291
H 2.595 3.363 -3.992
F -2.335 -7.687 5.383
C -1.065 1.031 3.786
N -0.170 1.281 1.592
C 0.353 0.324 -3.453
H -3.121 -0.065 -2.098
C -1.582 -0.171 -0.632
O 3.536 6.681 -1.165
Ti 0.372 0.533 -0.336
C 1.574 1.749 -4.932
C -2.203 -6.347 5.306
H 0.830 -3.068 -0.074
C -3.006 -0.354 -1.052
N 0.749 1.030 -2.367
C -1.580 -4.370 3.992
H -0.268 -0.539 -3.249
N 1.045 2.371 -0.295
F 2.668 0.433 1.803
C 0.720 0.637 -4.728
H 3.175 -1.945 -1.468
H 0.804 -4.749 -2.425
C 2.277 4.935 -0.191
C -2.535 -5.573 6.403
H -0.995 2.796 5.032
F -2.986 -6.142 7.540
H 3.182 -3.611 -3.267
C 2.329 4.164 -1.332
H -3.616 0.338 -0.465
F 2.398 -1.546 0.986
C -0.097 3.121 3.126
H 1.485 5.019 1.786
O 1.123 -1.680 -1.592
O -1.003 -1.092 -0.033
C 2.202 -0.220 0.695
*
```

Atomic partial charges in e from the natural (NBO) method, atoms 1 to 4: C 0.255; C -0.070; C 0.152; H 0.200